# C2H4O3P

2 unconnected molecules or ions with the total composition C2H4O3P (wB97M-V/def2-TZVPD, OMol25).

```
10
Properties=species:S:1:pos:R:3:forces:R:3:lowdin_charge:R:1
C 1.915 1.442 -0.095 -0.73 1.54 0.77 -0.20
C -0.942 -0.297 1.292 0.08 0.23 -1.62 -0.26
O -1.153 0.370 -1.321 -0.02 -0.74 -1.70 -0.41
O -1.650 2.130 0.417 -0.52 0.98 0.64 -0.42
O 2.479 0.395 -0.120 0.62 -0.52 -0.75 -0.01
P -1.362 0.726 0.081 0.93 0.07 -0.21 0.27
H 1.461 1.807 0.842 -0.19 -0.12 0.09 0.07
H 1.797 2.215 -0.909 0.32 -0.97 -0.14 0.09
H -0.855 -1.338 1.214 0.16 -1.16 -0.12 -0.05
H -1.290 0.180 2.118 -0.64 0.70 3.05 -0.08
```
Positions in Å, forces in eV/Å.

Results
Total charge   -1
Highest occupied orbital energy   -0.135 Eh
Relative energy (zero: lowest compared OMol25 entry of this formula, charge and spin)   48.51 kcal/mol
Strongest force on any atom   3.2 eV Å⁻¹
LUMO energy   0.1462 hartree
Frontier orbital gap   0.2811 Eh

# C31H52Al2Cl6FNO10PS3

A molecular structure, C31H52Al2Cl6FNO10PS3 (wB97M-V/def2-TZVPD, OMol25).

```
107
Properties=species:S:1:pos:R:3:forces:R:3:lowdin_charge:R:1
C 3.315 -0.168 2.555 -1.03 0.58 0.01 -0.12
C 2.819 0.647 1.328 1.08 -0.86 0.27 -0.35
P 2.883 -0.203 -0.318 -0.21 1.12 -0.78 1.08
C 4.139 -1.604 -0.200 -0.32 0.30 -0.18 -0.36
C 1.155 -0.923 -0.716 0.53 -0.29 -0.89 -0.40
C 0.870 -2.383 -0.358 -0.57 1.42 2.03 -0.09
C 0.653 -2.491 1.139 0.50 -2.04 0.32 -0.38
C 0.396 -3.932 1.581 -2.55 1.24 -1.30 0.01
O -0.644 -2.771 1.492 -0.45 1.07 -0.59 -0.17
O 1.253 -0.988 -2.183 0.35 -0.55 -0.44 -0.08
C 0.030 -0.878 -2.732 0.41 0.88 0.48 -0.58
O -0.355 -1.349 -3.743 -0.11 0.17 0.11 0.21
O -0.705 -0.065 -1.882 -0.45 -1.43 -0.10 -0.02
C 0.008 0.154 -0.626 0.03 -0.37 -0.55 -0.38
C -1.120 0.086 0.430 0.78 0.73 0.08 -0.14
C -0.692 0.513 1.814 -0.16 0.21 0.80 -0.13
C -1.882 0.612 2.789 -0.57 -0.54 0.23 -0.22
O -3.111 0.858 2.128 0.14 0.23 -0.52 -0.06
N 0.628 1.476 -0.749 -0.52 -0.51 -0.25 0.10
C -0.067 2.364 -1.222 -0.04 0.07 1.51 -0.71
S -1.060 3.520 -1.447 -0.02 0.41 -0.65 0.89
H 2.581 -0.046 3.352 0.07 -0.02 0.17 0.08
H 3.379 -1.239 2.388 0.29 -0.07 -0.01 0.04
H 4.243 0.257 2.921 0.24 -0.32 0.03 0.08
H 1.846 1.095 1.479 -0.16 -0.15 -0.18 0.04
H 3.506 1.481 1.190 -0.04 0.13 -0.16 0.07
H 4.910 -1.328 -0.981 0.06 0.33 1.25 -0.06
H 3.721 -2.598 -0.474 0.27 0.09 1.25 -0.04
H 4.686 -1.617 0.741 -0.11 -0.38 0.13 0.09
H 1.659 -3.073 -0.622 -0.07 -0.04 -0.57 0.10
H -0.127 -2.711 -0.708 0.92 -0.37 -0.68 0.01
H 1.255 -1.864 1.792 -0.12 0.37 0.08 0.12
H 1.452 -3.684 2.554 1.03 -0.74 1.68 -0.20
H -0.242 -4.362 2.352 1.23 -0.95 0.44 0.13
H -1.887 0.791 0.106 -0.04 0.00 -0.14 0.13
H -1.663 -0.892 0.470 0.85 0.81 0.56 -0.04
H -0.236 1.503 1.764 -0.01 0.06 -0.33 0.12
H 0.052 -0.136 2.275 0.05 -0.14 -0.15 0.10
H -2.001 -0.299 3.378 0.27 -0.16 -0.05 0.13
H -1.711 1.402 3.514 0.05 0.03 -0.30 0.08
H -3.636 0.049 2.109 -0.31 0.02 0.43 0.06
C -7.780 -0.694 3.350 -0.02 0.12 -0.05 -0.26
S -6.521 -1.969 3.403 -0.10 -0.07 0.14 0.84
O -5.197 -1.287 3.243 0.23 0.12 -0.36 -0.58
C -6.930 -2.712 1.821 0.05 0.02 -0.13 -0.27
H -7.676 -0.080 4.242 0.03 -0.05 0.03 0.05
H -7.644 -0.078 2.461 0.04 -0.03 -0.01 0.06
H -8.764 -1.161 3.342 0.01 -0.03 0.03 0.06
H -6.851 -1.964 1.032 -0.02 0.05 0.04 0.05
H -7.942 -3.114 1.862 0.00 -0.02 0.03 0.06
H -6.227 -3.521 1.635 0.00 -0.03 0.08 0.05
Al -2.123 -2.195 -0.815 -1.14 -0.90 -0.48 1.18
Cl 2.290 -4.268 3.572 -0.36 1.00 -0.19 0.34
C -2.441 1.090 -6.280 0.11 0.11 0.05 -0.21
C -2.534 1.636 -4.851 -0.04 -0.06 0.01 -0.21
C -2.291 3.147 -4.915 0.02 -0.15 0.18 -0.28
S -2.834 3.676 -6.562 -0.32 -0.81 0.13 0.63
O -1.687 4.145 -7.300 0.04 0.25 0.06 -0.37
O -4.024 4.473 -6.437 0.17 0.43 -0.02 -0.32
C -3.270 2.038 -7.138 0.08 -0.28 -0.11 -0.21
H -2.810 0.069 -6.346 0.00 0.00 -0.03 0.12
H -1.401 1.095 -6.614 -0.01 -0.02 -0.03 0.12
H -3.532 1.442 -4.454 0.00 0.03 -0.01 0.12
H -1.817 1.153 -4.188 0.00 0.00 0.01 0.09
H -2.864 3.683 -4.161 -0.01 0.16 -0.11 0.09
H -1.232 3.385 -4.818 0.02 -0.01 -0.11 0.06
H -3.053 1.961 -8.200 -0.04 0.14 -0.03 0.12
H -4.336 1.900 -6.960 -0.02 0.11 -0.03 0.12
C 6.625 2.903 -2.037 0.05 -0.13 -0.02 -0.07
C 5.459 2.165 -1.413 0.31 0.13 0.04 -0.32
O 5.804 0.797 -1.128 -0.33 -0.16 0.11 -0.14
H 6.937 2.412 -2.959 -0.05 0.03 -0.04 0.08
H 6.357 3.935 -2.262 0.02 0.01 0.02 0.08
H 7.485 2.907 -1.365 -0.03 0.10 0.04 0.08
H 4.608 2.143 -2.092 -0.03 -0.16 0.04 0.10
H 5.147 2.653 -0.484 -0.07 0.04 -0.05 0.11
H 6.553 0.810 -0.521 0.12 0.02 -0.11 0.10
C -0.923 7.613 -5.938 2.76 -1.19 -2.38 -1.87
Cl -1.974 8.783 -4.816 -2.49 1.45 2.10 0.47
Cl -1.838 7.370 -7.367 -0.32 0.33 0.60 0.76
Cl 0.619 8.345 -6.278 -0.39 0.10 0.32 0.67
Cl -0.754 6.148 -5.028 -0.41 0.80 0.32 0.71
F 3.191 -4.490 -0.064 -0.02 0.00 -0.05 -0.05
C 3.833 -5.705 0.132 0.27 -0.55 0.13 -0.25
C 4.442 -6.302 -0.949 -0.06 0.32 -0.28 -0.03
C 5.092 -7.513 -0.762 0.01 -0.04 0.09 -0.06
C 5.111 -8.101 0.493 0.01 -0.04 0.05 -0.07
C 4.485 -7.479 1.565 0.06 -0.02 -0.20 -0.05
C 3.838 -6.263 1.391 -0.28 0.31 0.34 -0.04
H 4.408 -5.829 -1.924 -0.01 -0.05 0.00 0.11
H 5.583 -7.995 -1.596 -0.02 0.01 -0.03 0.12
H 5.615 -9.047 0.636 0.00 0.00 0.00 0.11
H 4.497 -7.942 2.542 -0.01 0.02 0.02 0.12
H 3.348 -5.758 2.224 0.27 -0.32 -0.50 0.00
C -3.390 2.927 6.772 -0.34 0.89 0.28 0.02
C -2.163 1.947 6.685 -0.76 -0.43 -0.03 -0.50
C -1.041 2.543 7.634 0.70 0.78 0.55 0.03
O -1.703 1.944 5.470 0.25 -0.15 0.54 0.09
H -3.132 3.937 6.460 0.14 -0.07 -0.06 0.09
H -4.198 2.559 6.142 0.19 -0.23 -0.11 0.09
H -3.739 2.964 7.805 0.19 -0.17 0.05 0.10
H -2.478 0.987 7.121 0.26 -0.23 -0.34 0.14
H -0.744 3.545 7.334 -0.13 -0.03 -0.18 0.10
H -0.167 1.896 7.625 -0.14 -0.18 -0.22 0.09
H -1.440 2.586 8.649 -0.30 -0.14 -0.13 0.10
Cl -2.139 10.697 -3.908 0.81 -1.29 -1.04 0.34
Al 3.977 -2.145 -2.391 -0.21 -0.20 -2.04 1.01
```
Positions in Å, forces in eV/Å.

Results
Total charge   +3
Highest occupied orbital energy   -0.463 Eh
Strongest force on any atom   3.8 eV Å⁻¹
LUMO energy   -0.4037 hartree
Frontier orbital gap   0.0592 Eh

# C40H36CeClN3Si2

A molecular structure, C40H36CeClN3Si2 (wB97M-V/def2-TZVPD, OMol25).

```
83
Properties=species:S:1:pos:R:3:forces:R:3:lowdin_charge:R:1
C 0.301 1.030 0.494 -0.80 0.69 0.15 -0.14
C -0.311 1.297 -0.771 -0.55 0.33 0.65 -0.12
C -1.725 1.282 -0.591 0.20 0.72 0.84 -0.14
H 0.194 1.479 -1.718 -0.10 -0.13 0.31 0.13
C -2.002 1.026 0.799 1.13 0.86 -0.19 -0.15
C -0.743 0.873 1.466 0.13 1.15 -0.53 -0.16
H -0.587 0.737 2.536 -0.10 -0.15 -0.35 0.14
H 1.368 0.986 0.686 -0.23 -0.06 -0.01 0.14
H -2.484 1.526 -1.334 0.27 -0.36 0.10 0.11
H -2.969 1.043 1.289 0.05 -0.20 -0.20 0.14
Ce -0.982 -1.101 -0.053 0.26 -3.57 -1.96 0.89
Si -1.294 -2.251 -4.111 -1.19 1.04 0.75 0.71
C -0.872 -0.725 -5.156 0.43 -0.38 -0.65 -0.41
C -0.374 -1.248 -6.374 -0.05 0.78 0.53 -0.16
H -0.400 -2.329 -6.556 -0.04 0.34 -0.02 0.09
C 0.201 -0.410 -7.313 -0.04 -0.27 -0.30 -0.08
H 0.559 -0.870 -8.236 0.12 0.43 0.16 0.12
C 0.270 0.957 -7.073 -0.21 0.22 0.30 -0.08
H 0.753 1.601 -7.790 -0.05 0.12 -0.15 0.11
C -0.275 1.515 -5.907 -0.12 -0.47 0.18 -0.08
H -0.287 2.594 -5.757 0.18 -0.21 -0.08 0.11
C -0.831 0.679 -4.929 -0.04 -0.92 -0.24 -0.13
H -1.229 1.089 -3.980 0.21 -0.19 -0.62 0.09
C -3.932 -0.327 -3.044 0.39 -1.38 0.94 -0.34
C -4.094 1.037 -3.315 -0.86 0.32 0.75 -0.07
H -3.738 1.505 -4.241 -0.25 -0.45 0.64 0.09
C -4.924 1.741 -2.427 -0.30 -0.56 0.39 -0.02
H -5.368 2.701 -2.739 0.54 -0.35 0.46 0.13
C -5.378 1.092 -1.242 -0.53 0.42 -0.23 -0.04
H -6.209 1.540 -0.666 0.90 -0.04 -0.18 0.13
C -4.953 -0.192 -0.890 0.01 -0.60 0.39 -0.07
H -5.258 -0.712 0.028 -0.21 0.60 -0.25 0.13
C -4.268 -0.959 -1.842 -0.20 1.61 1.15 -0.21
H -4.139 -2.058 -1.743 -0.05 0.71 0.16 0.10
H -1.720 -1.368 -2.915 0.49 -0.21 1.38 -0.12
Si -4.741 -1.542 -4.092 2.43 1.87 -3.24 0.86
C -6.520 -1.754 -4.024 -1.24 -1.26 0.94 -0.25
C -7.264 -1.067 -5.005 0.24 0.32 0.05 -0.05
H -6.812 -0.801 -5.967 -0.12 -0.03 0.47 0.12
C -8.558 -0.641 -4.705 0.01 0.09 0.15 -0.05
H -9.090 -0.005 -5.417 0.14 -0.33 0.22 0.12
C -9.136 -0.962 -3.474 0.19 -0.32 -0.28 -0.05
H -10.118 -0.565 -3.221 0.23 -0.17 -0.05 0.12
C -8.484 -1.848 -2.604 0.09 0.01 0.08 -0.06
H -8.988 -2.164 -1.685 0.25 0.03 -0.41 0.12
C -7.181 -2.267 -2.882 -0.42 0.65 0.00 -0.08
H -6.667 -2.943 -2.194 -0.12 0.33 -0.15 0.11
C -4.256 -0.908 -5.747 -0.36 -1.09 -0.04 -0.31
C -4.195 0.356 -6.355 0.24 -0.55 -0.77 -0.08
H -4.394 1.293 -5.834 -0.30 -0.52 -0.36 0.09
C -3.809 0.416 -7.698 0.12 -0.01 0.03 -0.06
H -3.730 1.381 -8.196 -0.03 -0.20 0.11 0.11
C -3.511 -0.749 -8.411 -0.08 -0.22 0.11 -0.06
H -3.216 -0.704 -9.460 -0.14 0.10 0.30 0.12
C -3.570 -1.993 -7.782 0.22 -0.13 0.20 -0.07
H -3.325 -2.908 -8.301 0.09 0.05 -0.29 0.11
C -3.905 -2.083 -6.434 0.11 0.71 -0.99 -0.17
H -3.816 -3.041 -5.890 -0.33 0.42 -0.58 0.08
H 0.102 -2.696 -3.765 -0.18 -0.29 0.04 -0.08
Cl -2.307 -3.211 0.499 0.42 0.76 -0.07 0.15
C 1.514 -1.273 5.336 0.10 -0.03 -0.16 -0.03
C 2.669 -1.381 4.549 -0.24 -0.32 -0.51 -0.03
C 2.547 -1.657 3.190 -0.30 0.25 0.11 0.01
C 1.265 -1.776 2.622 -0.38 -0.37 0.83 -0.25
C 0.100 -1.765 3.434 0.65 0.27 -0.49 -0.03
C 0.237 -1.481 4.794 -0.03 -0.07 -0.25 -0.04
N 1.132 -1.809 1.214 3.37 -0.66 -1.45 -0.01
N 2.290 -2.072 0.627 -2.97 0.90 1.73 0.13
C 2.402 -1.722 -0.697 -0.34 -0.10 -1.95 -0.29
C 3.667 -1.865 -1.327 -1.24 -0.04 1.41 0.05
C 3.768 -1.538 -2.674 -0.17 0.13 -0.46 0.00
C 2.642 -1.034 -3.358 1.07 -0.30 0.65 0.01
C 1.480 -0.809 -2.626 -0.53 -0.53 0.11 -0.14
N 1.303 -1.235 -1.357 0.74 0.53 0.10 0.03
H 1.626 -1.028 6.387 -0.13 -0.04 -0.10 0.12
H 3.670 -1.257 4.958 -0.35 0.01 0.11 0.12
H 3.398 -1.745 2.511 -0.19 0.20 0.57 0.12
H -0.874 -1.978 2.965 0.32 0.12 0.39 0.09
H -0.651 -1.406 5.430 0.39 -0.13 -0.22 0.12
H 4.472 -2.232 -0.668 -0.29 0.21 -0.78 0.14
H 4.732 -1.666 -3.173 -0.44 0.03 0.03 0.13
H 2.685 -0.827 -4.429 -0.09 0.17 0.43 0.13
H 0.633 -0.319 -3.110 0.20 -0.29 0.13 0.07
```
Positions in Å, forces in eV/Å.

Results
Total charge   +2
Highest occupied orbital energy (alpha / beta)   -0.426 / -0.429 Eh
Relative energy (zero: lowest compared OMol25 entry of this formula, charge and spin)   50.91 kcal/mol
Strongest force on any atom   4.5 eV Å⁻¹
LUMO energy (alpha / beta)   -0.2950 / -0.2993 hartree
Frontier orbital gap (alpha / beta)   0.1307 / 0.1295 Eh

# C43H55GeMgTe

A molecular structure, C43H55GeMgTe (wB97M-V/def2-TZVPD, OMol25).

```
101
Properties=species:S:1:pos:R:3:forces:R:3:lowdin_charge:R:1
Mg 0.354 -0.729 0.494 0.92 -1.19 -0.26 0.40
C 0.565 -2.561 1.950 0.34 0.20 0.23 -0.16
C 0.027 -3.187 0.782 0.05 0.24 0.04 -0.19
C 1.086 -3.158 -0.204 -0.17 0.07 -0.06 -0.17
C 2.225 -2.574 0.418 -0.14 -0.12 -0.13 -0.09
C 1.939 -2.206 1.734 -0.54 -0.28 0.31 -0.26
C 2.923 -1.738 2.799 -0.11 0.11 -0.06 -0.55
C 4.356 -1.990 2.326 0.12 -0.01 -0.06 -0.05
C 2.694 -2.514 4.106 -0.04 -0.06 0.02 -0.05
C 2.762 -0.238 3.082 0.05 0.01 0.12 -0.05
C 1.193 -3.713 -1.635 -0.04 0.03 0.06 -0.52
C 2.140 -2.829 -2.464 0.01 -0.06 -0.02 -0.07
C -0.129 -3.731 -2.414 0.06 -0.09 -0.04 -0.05
C 1.795 -5.129 -1.598 0.04 -0.08 -0.02 -0.04
C -1.319 -3.947 0.853 0.03 0.06 -0.20 -0.52
C -1.895 -3.924 2.277 0.00 0.01 0.10 -0.08
C -2.410 -3.358 -0.061 -0.10 -0.04 0.00 -0.06
C -1.115 -5.437 0.524 0.05 -0.06 -0.01 -0.04
H 0.060 -2.502 2.909 0.13 -0.06 -0.14 0.09
H 3.190 -2.447 -0.055 -0.15 0.03 0.00 0.10
H 4.511 -3.048 2.089 -0.01 0.14 0.04 0.09
H 5.064 -1.703 3.112 -0.07 -0.02 -0.11 0.09
H 4.589 -1.399 1.432 -0.03 -0.09 0.13 0.08
H 2.700 -3.594 3.923 0.02 0.15 0.03 0.09
H 1.733 -2.253 4.565 0.13 -0.05 -0.09 0.08
H 3.486 -2.278 4.829 -0.14 -0.02 -0.10 0.08
H 3.014 0.353 2.198 -0.02 0.00 0.00 0.07
H 3.421 0.080 3.901 -0.09 -0.03 -0.12 0.09
H 1.730 -0.007 3.374 0.05 -0.01 -0.01 0.08
H 1.776 -1.799 -2.487 0.00 -0.16 0.02 0.04
H 2.175 -3.204 -3.493 0.01 0.05 0.09 0.09
H 3.163 -2.825 -2.081 -0.13 -0.02 -0.02 0.08
H -0.586 -2.738 -2.417 0.02 0.01 -0.05 0.09
H -0.854 -4.446 -2.026 0.14 0.08 -0.07 0.06
H 0.070 -4.007 -3.454 0.00 0.02 0.08 0.09
H 2.780 -5.103 -1.120 -0.12 -0.02 -0.06 0.09
H 1.917 -5.517 -2.619 -0.02 0.06 0.18 0.09
H 1.171 -5.830 -1.038 0.08 0.10 -0.07 0.07
H -2.146 -2.912 2.611 0.05 -0.14 0.00 0.01
H -1.204 -4.366 3.000 -0.08 0.04 -0.08 0.09
H -2.821 -4.510 2.291 0.11 0.10 0.00 0.09
H -2.700 -2.357 0.285 0.00 -0.14 -0.06 0.00
H -3.311 -3.985 -0.031 0.13 0.09 0.02 0.09
H -2.093 -3.270 -1.097 -0.10 0.03 0.16 0.05
H -0.304 -5.852 1.133 -0.11 0.05 -0.07 0.10
H -0.871 -5.610 -0.524 0.00 0.00 0.12 0.05
H -2.033 -5.996 0.746 0.13 0.09 -0.04 0.09
C 3.515 0.267 -1.700 0.29 -0.24 0.01 -0.24
Ge 1.736 0.764 -1.032 -0.39 0.70 -0.05 0.86
C 2.142 2.515 -0.172 0.17 0.24 0.07 -0.35
C 1.863 2.763 1.176 0.08 0.22 -0.15 -0.16
C 2.193 3.975 1.786 0.00 -0.07 -0.12 -0.09
C 2.810 4.975 1.043 -0.02 -0.10 -0.06 -0.10
C 3.086 4.759 -0.307 -0.08 -0.13 0.02 -0.09
C 2.758 3.542 -0.902 -0.04 0.06 0.20 -0.11
C 0.751 1.248 -2.697 -0.06 0.15 -0.22 -0.26
C 1.083 0.579 -3.854 -0.11 0.04 -0.12 -0.12
C 0.433 0.831 -5.093 0.16 -0.10 0.17 -0.08
C -0.540 1.780 -5.173 -0.02 0.11 0.05 -0.05
C -0.927 2.509 -4.016 -0.02 -0.01 0.09 -0.17
C -1.933 3.511 -4.092 0.06 -0.03 -0.04 -0.05
C -2.303 4.222 -2.986 -0.04 0.09 0.16 -0.09
C -1.688 3.951 -1.737 -0.17 -0.02 -0.11 -0.08
C -0.731 2.981 -1.633 0.06 -0.08 -0.13 -0.04
C -0.298 2.233 -2.768 -0.03 0.00 -0.07 -0.17
H 4.004 1.168 -2.083 -0.03 -0.13 0.04 0.02
H 3.486 -0.487 -2.494 0.07 0.20 0.22 0.00
H 4.111 -0.132 -0.869 -0.04 0.08 -0.18 0.01
H 1.369 1.997 1.767 0.05 -0.03 0.02 0.05
H 1.974 4.135 2.840 0.02 -0.03 -0.16 0.10
H 3.075 5.918 1.510 -0.03 -0.08 -0.05 0.10
H 3.554 5.543 -0.896 -0.05 -0.11 0.07 0.10
H 2.970 3.395 -1.959 -0.01 0.02 0.11 0.10
H 1.874 -0.168 -3.835 -0.15 0.18 -0.08 0.07
H 0.726 0.273 -5.978 0.00 0.06 0.11 0.10
H -1.018 2.007 -6.121 -0.01 -0.04 0.09 0.11
H -2.396 3.711 -5.057 0.07 -0.05 0.15 0.11
H -3.068 4.997 -3.057 0.20 -0.19 0.01 0.10
H -1.986 4.517 -0.858 0.02 -0.08 -0.07 0.10
H -0.269 2.796 -0.671 -0.03 -0.01 -0.05 0.08
C -5.353 5.243 1.211 0.05 -0.01 -0.05 -0.05
C -4.490 4.010 1.297 0.06 -0.03 0.05 -0.26
C -3.436 3.930 2.204 0.00 0.02 -0.07 -0.01
C -2.649 2.786 2.316 0.14 0.09 0.13 -0.31
C -1.499 2.720 3.305 -0.26 -0.13 -0.16 -0.07
C -2.949 1.715 1.479 0.10 -0.05 0.08 -0.51
Te -2.002 -0.131 1.801 -0.31 0.13 0.43 1.30
C -3.961 1.767 0.523 -0.09 -0.11 -0.22 -0.32
C -4.212 0.605 -0.417 -0.04 0.09 0.23 -0.08
C -4.728 2.923 0.459 -0.05 0.08 -0.18 -0.01
H -5.097 5.961 1.991 -0.01 -0.04 -0.04 0.07
H -6.409 4.986 1.319 0.05 0.01 0.00 0.08
H -5.235 5.741 0.243 0.00 -0.06 0.09 0.08
H -3.216 4.779 2.846 -0.04 -0.02 -0.03 0.12
H -1.401 3.649 3.863 -0.04 0.03 -0.01 0.08
H -0.549 2.541 2.789 -0.11 0.03 0.01 0.05
H -1.643 1.909 4.032 -0.01 0.10 -0.10 0.07
H -3.276 0.269 -0.879 -0.08 0.05 0.02 0.06
H -4.894 0.887 -1.219 0.03 0.00 0.06 0.08
H -4.656 -0.253 0.113 0.09 0.16 -0.08 0.08
H -5.524 2.980 -0.284 0.11 0.01 0.14 0.13
```
Positions in Å, forces in eV/Å.

Results
Total charge   0
Highest occupied orbital energy (alpha / beta)   -0.269 / -0.268 Eh
Relative energy (zero: lowest compared OMol25 entry of this formula, charge and spin)   13.24 kcal/mol
Strongest force on any atom   1.5 eV Å⁻¹
Spin multiplicity   2
LUMO energy (alpha / beta)   0.0088 / -0.1065 hartree
Frontier orbital gap (alpha / beta)   0.2780 / 0.1616 Eh
<S²>   0.75

Sequential calculated total energy output: -17571.1298; -187751.9265; -87720.7293; -114738.1132 eV